Entry 1:
{
  "formula": "C51H43BrF16NO12S",
  "method": "ωB97M-V/def2-TZVPD",
  "species": ["Br", "S", "F", "F", "F", "F", "F", "F", "F", "F", "F", "F", "F", "F", "F", "F", "F", "F", "O", "O", "O", "O", "O", "O", "O", "O", "O", "O", "O", "O", "N", "C", "C", "C", "C", "C", "C", "C", "C", "C", "C", "C", "C", "C", "C", "C", "C", "C", "C", "C", "C", "C", "C", "C", "C", "C", "C", "C", "C", "C", "C", "C", "C", "C", "C", "C", "C", "C", "C", "C", "C", "C", "C", "C", "C", "C", "C", "C", "C", "C", "C", "C", "H", "H", "H", "H", "H", "H", "H", "H", "H", "H", "H", "H", "H", "H", "H", "H", "H", "H", "H", "H", "H", "H", "H", "H", "H", "H", "H", "H", "H", "H", "H", "H", "H", "H", "H", "H", "H", "H", "H", "H", "H", "H", "H"],
  "positions_angstrom": [[-4.023453, 2.810822, -4.805348], [3.538096, 3.575287, 0.041223], [2.754624, 2.674532, 1.067171], [1.466133, 1.519352, -5.725873], [0.024981, 2.982178, -1.889910], [2.065653, 4.296701, -2.020460], [2.800079, 2.266284, -2.183561], [-0.809693, -0.532573, -0.096709], [0.425675, 3.465928, 0.193308], [4.560287, 3.961041, 1.155523], [1.837291, 3.666311, -5.669406], [0.323936, 2.856327, -7.013316], [2.665557, 4.827154, 0.414347], [4.333989, 4.444903, -1.018230], [4.425387, 2.332276, -0.354661], [1.714285, 0.418334, -0.846343], [-1.699466, 1.343222, -0.739289], [0.636883, 1.131850, 0.892522], [1.046248, -5.971607, 6.289970], [5.773605, 3.122779, -8.426018], [7.466288, -0.187227, 1.745030], [-0.005281, -4.003599, 2.008657], [-6.332053, -5.000660, 4.028394], [0.543595, -5.899534, 11.561682], [-10.842416, -2.926499, 5.864596], [3.559703, -1.670443, -8.743404], [6.326625, -2.835493, 6.186605], [-4.876039, -0.714268, 4.164045], [2.597847, -0.679714, 5.205648], [-4.142764, -0.823505, -1.077103], [-0.072958, 2.900722, -4.727387], [3.930342, 1.755332, -7.932873], [0.141282, 0.655567, -3.433652], [0.358112, -7.134248, 9.567347], [1.996443, -1.445357, 4.479268], [0.684222, 1.188290, -0.455591], [0.660205, -5.914541, 10.357736], [-0.998785, 5.079833, -5.759033], [7.884552, -2.422286, 4.470120], [-2.242897, 2.715079, -5.644977], [0.588636, -3.248920, 2.746493], [-4.807673, -1.997034, 0.857933], [0.904245, 2.716242, -5.827380], [6.590479, -2.227062, 5.173012], [5.919022, -0.597040, 3.468858], [5.418032, -0.311448, -9.243729], [5.275860, 2.022594, -8.504382], [7.209182, -0.791661, 2.764613], [8.171178, -1.756272, 3.354482], [-0.720422, 1.684524, -4.143237], [1.328035, -0.963437, 3.247299], [-8.494405, -2.799566, 5.775705], [-3.086565, 6.426848, -5.125375], [5.629135, -1.260477, 4.584611], [1.235595, -4.726140, 8.288742], [1.110064, -4.710991, 9.612384], [4.074475, -0.577427, -8.674411], [2.276674, 3.150750, -1.312627], [1.257359, -3.732115, 3.982661], [3.371477, 0.551588, -8.009416], [-4.045430, 0.420853, 0.913105], [-7.361341, -3.323836, 5.316841], [0.859876, 2.701148, -0.828226], [-9.813993, -4.615497, 4.589040], [-9.810981, -3.404015, 5.448874], [-1.027024, 6.452563, -3.623416], [-8.680622, -5.136422, 4.127201], [-1.691159, 1.307207, -5.268187], [0.677584, -1.797815, 2.442658], [5.974851, 0.894639, -9.165665], [-1.266698, 3.766910, -5.018799], [1.911037, -2.892925, 4.781845], [-7.366543, -4.530715, 4.455286], [0.484281, -7.147481, 8.243474], [-0.640127, 0.519326, -0.958474], [-0.644208, -0.083056, -2.354362], [-4.711615, -0.738679, 2.965448], [-4.321277, -0.804647, 0.125821], [-1.561050, 6.310203, -5.048080], [-4.989795, -1.967457, 2.175961], [-4.220550, 0.455226, 2.230353], [0.933824, -5.945738, 7.499519], [-8.514271, -1.917367, 6.402633], [2.395809, 0.324200, -7.606804], [-5.000131, -2.881636, 0.264655], [-5.340199, -2.828718, 2.733416], [-1.403510, 5.022485, -6.766096], [5.232467, 0.112499, 3.023168], [-3.693817, 1.274274, 0.354927], [-0.302209, -1.106401, -2.296425], [-1.779114, 4.041911, -4.104955], [1.560068, -3.857740, 7.732371], [0.268656, -8.025520, 7.648426], [5.909702, -1.148964, -9.721193], [-4.017886, 1.337602, 2.824107], [-1.383395, 2.079216, -3.377696], [4.686997, -1.126910, 5.103478], [1.187968, -4.791118, 4.191685], [-3.469080, 7.001458, -4.291846], [1.326066, -3.832209, 10.206251], [0.069721, 5.243477, -5.878385], [-3.344287, 6.964363, -6.032415], [-10.783585, -5.040340, 4.363065], [1.033667, 1.139477, -3.053139], [9.107343, -1.883363, 2.826133], [6.953024, 1.111482, -9.574752], [-1.134470, 0.889464, -6.103419], [0.487121, 3.321648, -3.973624], [0.194257, -1.457561, 1.539119], [-1.197673, 7.476589, -3.308348], [3.449058, 2.598295, -7.459166], [0.032553, -8.000397, 10.128882], [-2.419336, 0.615462, -4.878970], [8.570265, -3.131601, 4.915728], [0.049760, 6.301552, -3.592863], [-1.688826, -0.141032, -2.654619], [-3.582903, 5.466362, -5.185602], [2.411144, -3.226119, 5.681249], [0.504752, -0.068986, -4.156166], [-1.160239, 7.157790, -5.596871], [-1.554305, 5.827173, -2.906741], [-8.659407, -6.016210, 3.496735], [-6.391651, -2.896444, 5.541678], [1.403753, 0.096324, 3.040019], [-2.449401, 2.854238, -6.694132]],
  "forces_ev_per_angstrom": [[0.219, 0.231, -0.090], [0.891, 0.010, -0.502], [-0.181, -0.117, 0.218], [-0.221, 0.523, -0.083], [0.227, -0.064, 0.235], [0.026, -0.445, 0.287], [-0.356, 0.288, 0.286], [-0.140, 0.285, -0.270], [0.306, -0.441, -0.795], [-0.060, -0.030, -0.107], [-0.409, -0.623, -0.175], [0.241, -0.245, 0.556], [-0.218, 0.058, 0.135], [-0.069, -0.070, 0.141], [-0.125, -0.048, 0.124], [0.022, 0.182, -0.169], [0.589, 0.249, -0.239], [0.075, 0.160, -0.228], [0.055, 0.131, 0.066], [-0.014, 0.046, 0.022], [-0.005, 0.014, -0.045], [-0.023, -0.006, -0.056], [0.044, 0.042, -0.098], [-0.006, 0.010, 0.049], [-0.039, 0.018, 0.006], [-0.048, -0.042, 0.023], [-0.017, -0.035, 0.012], [-0.028, 0.025, 0.102], [-0.096, 0.060, -0.032], [0.090, 0.011, -0.047], [0.642, 0.642, 1.767], [-0.069, -0.154, -0.010], [0.375, -0.092, -0.919], [-0.006, -0.034, -0.050], [-0.043, -0.084, 0.047], [-0.628, -0.140, 0.946], [-0.002, -0.016, 0.003], [0.091, -0.101, -0.281], [0.033, 0.019, -0.041], [-0.715, -0.696, 0.541], [0.041, -0.005, 0.081], [-0.021, -0.001, 0.003], [0.489, 0.349, -0.537], [0.014, -0.001, -0.011], [-0.024, -0.025, 0.018], [0.026, 0.052, -0.001], [0.065, 0.019, -0.022], [0.005, 0.005, 0.001], [0.004, -0.033, 0.040], [-1.260, -0.951, 0.045], [-0.018, 0.048, -0.037], [0.041, -0.008, -0.011], [0.398, 0.117, -0.377], [-0.049, 0.029, -0.006], [-0.005, -0.019, -0.007], [0.012, 0.033, -0.050], [0.014, -0.043, -0.027], [0.225, 0.837, -0.472], [-0.003, -0.031, -0.095], [0.181, 0.072, -0.085], [-0.068, 0.031, 0.104], [0.014, 0.072, 0.043], [-0.322, 0.249, 0.320], [0.035, -0.032, -0.035], [0.001, 0.003, 0.008], [-0.211, 0.286, -0.305], [-0.038, -0.021, 0.011], [1.111, 0.847, -0.015], [0.065, 0.055, 0.036], [-0.012, -0.059, -0.013], [-1.521, 0.191, -1.340], [-0.017, 0.017, -0.026], [-0.028, 0.005, 0.024], [-0.012, -0.021, 0.050], [-0.157, -1.023, 0.289], [-0.140, 0.575, -0.358], [0.009, -0.113, -0.040], [0.028, -0.033, -0.010], [0.010, 0.151, 0.187], [-0.012, -0.021, -0.026], [0.007, -0.020, -0.020], [-0.038, -0.119, -0.010], [-0.032, -0.003, 0.006], [-0.051, -0.068, -0.022], [0.009, 0.005, -0.017], [0.033, 0.000, 0.023], [-0.056, -0.065, -0.171], [0.018, 0.014, -0.008], [-0.056, 0.047, -0.020], [0.237, -0.138, 0.262], [0.769, -0.246, 0.724], [0.006, 0.022, -0.025], [0.011, 0.018, -0.034], [-0.027, -0.025, 0.006], [-0.032, -0.013, 0.028], [0.126, 0.426, 0.117], [0.160, -0.024, 0.058], [-0.032, 0.001, 0.035], [-0.182, 0.008, 0.202], [-0.005, -0.017, 0.030], [0.154, -0.070, 0.014], [-0.185, 0.046, -0.154], [-0.019, 0.025, 0.021], [0.119, -0.096, 0.101], [-0.006, 0.024, -0.024], [0.000, 0.033, 0.010], [-0.130, -0.325, -0.160], [-0.096, 0.212, -0.031], [-0.020, -0.111, 0.051], [-0.037, 0.146, 0.175], [0.013, 0.118, 0.018], [0.003, 0.016, 0.032], [-0.338, -0.163, -0.278], [-0.020, -0.003, 0.027], [0.157, -0.217, 0.178], [-0.240, -0.105, 0.154], [-0.146, -0.146, 0.265], [0.046, -0.007, 0.003], [0.035, -0.173, -0.039], [0.150, 0.107, -0.143], [0.110, -0.252, 0.132], [0.034, -0.005, 0.006], [0.012, -0.008, -0.031], [0.032, 0.011, 0.070], [0.235, 0.019, -0.244]],
  "e_lumo_ev": -3.450,
  "e_tot_ha": -7496.3825,
  "homo_energy_ev": -11.424,
  "charge": 1,
  "max_force_ha_per_bohr": 0.0396,
  "multiplicity": 1,
  "homo_lumo_gap_ev": 8.0
}

***

Entry 2:
{
  "formula": "C17H35FN2O6PS",
  "method": "ωB97M-V/def2-TZVPD",
  "species": ["S", "P", "F", "O", "O", "O", "O", "O", "O", "N", "N", "C", "C", "C", "C", "C", "C", "C", "C", "C", "C", "C", "C", "C", "C", "C", "C", "C", "H", "H", "H", "H", "H", "H", "H", "H", "H", "H", "H", "H", "H", "H", "H", "H", "H", "H", "H", "H", "H", "H", "H", "H", "H", "H", "H", "H", "H", "H", "H", "H", "H", "H", "H"],
  "positions_angstrom": [[2.959612, -0.544672, -0.713494], [1.636003, 3.130755, 0.510229], [-1.754770, 1.446007, -3.065857], [-2.102487, -0.809160, 0.638290], [2.765169, -1.225852, 0.493174], [3.300446, 0.990741, -0.331957], [3.926395, -1.067061, -1.580262], [1.573824, -0.295357, -1.472627], [2.933591, 3.796243, 1.279493], [1.041599, 4.432089, -0.464590], [-2.876722, -1.486290, 1.411273], [-3.584003, -2.539288, 0.620621], [-1.266110, -0.786911, 3.159641], [1.086072, 0.915718, -0.858560], [-0.574314, 1.983142, -2.530041], [-0.319466, 1.322713, -1.181190], [2.268426, 1.878205, -0.787619], [4.083051, 2.879063, -2.421435], [5.039710, 1.833252, -2.981537], [-4.053839, -1.980868, -0.718072], [-1.943276, -4.256444, 1.584040], [4.701529, 3.595133, -1.240213], [-3.057550, -2.323392, 3.761866], [-2.107066, -1.934793, 2.614181], [-4.868983, -2.997670, 1.363435], [2.656141, 2.325490, -2.206613], [-1.202141, -3.121603, 2.287008], [-2.668807, -3.735337, 0.346410], [-4.679018, -1.097634, -0.578521], [-0.377560, -2.788210, 1.648860], [-1.917825, -3.451022, -0.397622], [-1.230690, -5.028778, 1.289327], [5.368672, 1.128256, -2.233338], [2.578593, 1.439914, -2.827591], [4.236636, 4.562131, -1.064547], [5.883864, 2.374469, -3.388053], [4.700722, 3.020759, -0.325480], [-0.468340, -0.497898, 2.478179], [0.202137, 1.783377, -3.255410], [0.991324, 0.618311, 0.191079], [-5.738739, -2.950506, 0.709960], [-0.748363, 1.903343, -0.380724], [-3.225170, -1.715489, -1.371837], [-4.643191, -2.739223, -1.232036], [-3.257595, -4.537556, -0.102669], [-2.647444, -4.738835, 2.267845], [-4.798019, -4.022635, 1.729507], [-0.896155, 0.406221, -1.197166], [-0.761703, 3.045457, -2.423290], [-5.105316, -2.353663, 2.207132], [-0.800107, -1.089962, 4.095972], [3.998607, 3.624193, -3.204975], [3.237305, 4.571666, 0.778711], [-2.484487, -2.475714, 4.676106], [-3.781772, -1.531195, 3.956234], [5.738371, 3.800329, -1.473104], [-1.883488, 0.090452, 3.358456], [1.553921, 5.292065, -0.293719], [4.572119, 1.347258, -3.827724], [-3.599126, -3.249541, 3.582968], [-0.747642, -3.489689, 3.208409], [1.117472, 4.237125, -1.457786], [1.955638, 3.035834, -2.626671]],
  "forces_ev_per_angstrom": [[0.161, 0.470, 0.239], [-0.143, -0.330, 1.457], [0.107, 0.115, 0.040], [-0.176, 0.759, -0.098], [-0.818, -0.648, 1.526], [-0.017, -0.192, 0.069], [0.720, -0.058, -1.519], [0.714, 0.385, -0.422], [-0.430, 0.409, -0.715], [0.619, -0.369, -0.269], [1.653, -0.790, -0.942], [-1.564, -0.578, 0.061], [0.150, 0.339, -0.348], [-0.629, -0.142, 2.437], [-0.628, -0.361, 0.101], [-0.045, -0.293, -1.617], [-0.355, 0.485, -2.023], [-0.161, -0.098, 0.005], [-0.239, 0.596, -0.120], [0.317, 0.411, -0.186], [-0.055, 0.078, 0.017], [0.187, 0.150, -0.017], [-0.195, -0.162, -0.065], [-0.443, -0.107, 1.613], [-0.025, 0.056, 0.239], [0.685, 0.149, 0.252], [0.077, -0.259, -0.492], [0.528, -0.116, 0.133], [0.005, 0.004, 0.018], [-0.063, 0.106, -0.029], [-0.027, 0.137, 0.019], [-0.011, -0.014, -0.001], [0.046, -0.343, 0.075], [-0.159, -0.196, -0.259], [-0.187, 0.174, 0.087], [0.502, -0.038, 0.029], [-0.089, -0.219, 0.201], [-0.068, 0.010, -0.069], [0.229, 0.008, -0.150], [-0.196, 0.025, 0.245], [0.089, -0.064, -0.143], [0.127, 0.272, 0.419], [0.030, 0.082, 0.084], [-0.040, -0.080, 0.103], [-0.124, 0.080, -0.028], [-0.018, 0.036, 0.010], [0.047, 0.029, 0.066], [-0.181, -0.312, 0.106], [0.170, 0.300, -0.109], [0.056, 0.021, 0.007], [-0.057, -0.112, 0.030], [-0.148, 0.218, -0.277], [0.435, -0.326, 0.238], [0.114, 0.050, -0.045], [0.000, 0.016, -0.034], [0.322, 0.151, -0.051], [-0.017, 0.003, -0.028], [-0.212, 0.110, 0.043], [-0.063, -0.485, -0.073], [-0.041, 0.036, -0.047], [-0.035, 0.106, 0.089], [-0.077, 0.157, 0.016], [-0.358, 0.157, 0.100]],
  "e_lumo_ev": [0.409, 0.241],
  "e_tot_ha": -2069.0214,
  "de_lowest_kcal_mol": 17.34,
  "homo_energy_ev": [-8.529, -9.006],
  "charge": 0,
  "max_force_ha_per_bohr": 0.0490,
  "multiplicity": 2,
  "homo_lumo_gap_ev": [8.9, 9.2]
}

***

Entry 3:
{
  "formula": "C4H7NO",
  "method": "ωB97M-V/def2-TZVPD",
  "species": ["O", "N", "C", "C", "C", "C", "H", "H", "H", "H", "H", "H", "H"],
  "positions_angstrom": [[-0.655702, -1.175855, -2.230481], [0.588026, -0.517430, -0.411951], [0.548783, 1.143792, -0.272101], [-0.445835, 0.194170, 0.290322], [-0.543443, -0.053578, 1.769819], [0.411933, -0.934961, -1.726967], [1.380037, -1.063146, -2.253558], [-0.909679, -1.067155, 1.951655], [0.213309, 1.604600, -1.211641], [-1.234186, 0.659780, 2.230376], [0.437211, 0.063028, 2.239660], [1.533175, 0.552953, -0.132332], [-1.381685, 0.129206, -0.263729]],
  "forces_ev_per_angstrom": [[0.211, -0.048, -0.164], [-0.638, -0.838, -0.146], [0.487, -1.177, -0.664], [-0.202, -0.485, 0.090], [0.000, -0.063, 0.095], [-0.605, -0.181, -0.253], [-0.289, 0.030, 0.070], [0.014, 0.100, 0.060], [0.540, -0.148, 0.241], [0.093, -0.099, -0.077], [-0.130, -0.058, -0.067], [0.491, 2.630, 0.693], [0.027, 0.337, 0.120]],
  "e_lumo_ev": 0.743,
  "e_tot_ha": -286.4807,
  "de_lowest_kcal_mol": 94.73,
  "homo_energy_ev": -9.703,
  "charge": 0,
  "max_force_ha_per_bohr": 0.0537,
  "multiplicity": 1,
  "homo_lumo_gap_ev": 10.4
}

***

Question: charge of number 3 (C4H7NO)?
Answer: 0